[1]
C9H15BrINO as an isolated structure. Source: OMol25; level of theory: ωB97M-V/def2-TZVPD.

Computed properties:
**LUMO**: -0.2 eV
**E_HOMO**: -9.669 eV
**Multiplicity**: 1
**Energy above the lowest of the compared OMol25 structures with the same formula, charge and spin**: 0.0 kcal/mol
**E_tot**: -3353.60473 Eh
**F_max**: 4.809 eV/Å
**HOMO-LUMO gap**: 9.515 eV

```
28
Properties=species:S:1:pos:R:3:forces:R:3
C 1.92688 0.79540 1.50442 0.66 0.11 -0.35
C 0.53309 1.08439 1.88778 -1.49 2.74 -0.09
C -0.29971 -0.16859 1.91894 0.44 -1.41 1.27
C -0.38127 -1.14343 0.68496 0.71 3.08 1.96
C 1.33152 1.17309 -0.90990 0.46 -0.67 -3.75
C -0.79081 -0.55259 -0.63757 0.42 -0.72 -1.84
C 0.53164 -0.04763 -1.57488 -1.22 -0.19 1.12
C -1.43931 -1.71102 -1.35243 0.35 -1.40 -1.66
C -1.83210 0.53578 -0.61078 0.86 0.57 4.70
N 2.21596 0.91460 0.16501 0.91 -0.74 0.23
O 2.76524 0.48082 2.32934 -0.04 -0.10 -0.46
Br -0.23466 0.68220 -3.35381 0.97 -0.46 1.06
I 1.83466 -1.75685 -2.07641 -0.31 0.96 0.24
H 0.60832 1.53588 2.90893 -0.25 -0.51 -0.73
H 0.05870 1.90266 1.23575 0.81 -1.11 0.79
H 0.30379 -0.74908 2.67121 -1.00 0.03 -0.35
H -1.29740 0.00476 2.38518 0.64 0.04 -0.51
H 0.58659 -1.56706 0.62590 0.96 -0.81 -0.34
H -1.04204 -1.85810 1.10308 -0.86 -1.09 -0.44
H 1.96955 1.57674 -1.78863 -1.02 -0.46 1.47
H 0.51504 1.86644 -0.78788 0.12 0.61 0.74
H -1.65349 -1.50782 -2.45142 0.20 -0.21 1.36
H -2.39848 -1.92464 -0.84179 0.61 -0.25 -0.31
H -0.70155 -2.57626 -1.30109 -1.41 0.67 -0.12
H -1.76786 0.97308 -1.51704 -0.39 2.09 -2.56
H -1.63626 1.22582 0.27638 0.01 -0.25 -1.51
H -2.84750 0.26450 -0.38887 -0.41 -0.91 -0.23
H 3.14143 0.54690 -0.10435 -0.76 0.41 0.32
```
Forces are in eV/Å.

=====

[2]
A 2-piece molecular cluster, C7H17NO overall. Source: OMol25; level of theory: ωB97M-V/def2-TZVPD.

Computed properties:
**LUMO**: 1.0 eV
**E_HOMO**: -8.678 eV
**Multiplicity**: 1
**Energy above the lowest of the compared OMol25 structures with the same formula, charge and spin**: 65.9 kcal/mol
**E_tot**: -406.82527 Eh
**F_max**: 3.863 eV/Å
**HOMO-LUMO gap**: 9.715 eV
**SMILES**: CC[C@@H](C)O.C=CCN

```
26
Properties=species:S:1:pos:R:3:forces:R:3
C 1.65439 -0.76875 -1.27145 -0.41 0.04 -0.04
C 0.83848 0.38783 -1.83468 -0.19 1.51 0.90
C 0.25713 1.49201 -0.76114 1.29 -0.65 -2.45
C -0.15225 2.74089 -1.54697 0.31 -0.12 0.37
O -0.77214 1.07119 0.05635 -3.04 -1.87 -1.13
H 0.99006 -1.55902 -0.93289 0.20 -0.15 0.21
H 2.27850 -1.20751 -2.04998 0.06 0.05 0.01
H 2.29414 -0.43137 -0.45660 0.04 -0.11 0.07
H 1.50324 0.98195 -2.46940 -0.12 0.03 -0.02
H 0.05002 0.01741 -2.50013 -0.17 0.12 0.18
H 1.10830 1.70578 -0.10394 -0.15 0.11 0.03
H 0.69884 3.15538 -2.07856 0.10 0.11 -0.12
H -0.92021 2.49048 -2.27023 -0.20 -0.09 -0.20
H -0.55191 3.50464 -0.88019 0.01 -0.04 0.06
H -1.50534 0.52435 -0.48740 2.41 2.43 1.80
C -0.84767 -0.65102 3.38512 0.34 -0.16 0.34
C -0.20663 -0.84229 2.24541 0.11 -0.21 0.22
C -0.44968 -1.99887 1.31809 0.24 0.42 -0.35
N -1.24528 -1.59543 0.14662 0.97 -1.35 -0.14
H -0.68663 0.22751 3.99014 0.08 0.11 0.07
H -1.46351 -1.42368 3.82253 -0.40 -0.01 -0.15
H 0.54322 -0.13009 1.92538 -0.18 0.22 -0.15
H 0.51509 -2.37341 0.96084 -0.08 -0.09 0.06
H -0.93651 -2.82562 1.84064 -0.13 0.11 -0.09
H -2.23271 -1.62265 0.37316 0.31 0.86 -0.60
H -0.76092 -0.86970 -0.42073 -1.40 -1.27 1.12
```
Forces are in eV/Å.

=====

[3]
C4H5LiO5Pd as an isolated structure. Source: OMol25; level of theory: ωB97M-V/def2-TZVPD.

Computed properties:
**LUMO (spin up / spin down)**: -12.5 / -16.2 eV
**Total charge**: +3
**E_HOMO (spin up / spin down)**: -20.823 / -21.763 eV
**Multiplicity**: 4
**Expectation value of S²**: 3.758
**E_tot**: -665.53967 Eh
**F_max**: 17.746 eV/Å
**HOMO-LUMO gap (spin up / spin down)**: 8.339 / 5.586 eV

```
16
Properties=species:S:1:pos:R:3:forces:R:3
O -0.68375 -3.71360 -4.25977 -6.86 -12.50 1.39
C -1.42058 -3.70648 -3.22309 -3.19 -0.93 6.82
O -2.02571 -4.69044 -2.82360 0.85 1.06 -1.45
O -1.29739 -2.57168 -2.47326 1.06 -0.50 -3.51
C -1.22143 -1.39335 -0.40492 6.14 1.25 0.42
C -1.53765 -2.63613 -1.13136 -4.68 3.41 2.85
Li -1.61411 -5.98388 -4.21563 -0.41 -0.99 -0.04
H -1.39665 -1.46169 0.67223 -0.43 0.23 -0.26
H -0.17825 -1.10910 -0.59829 -0.13 0.37 0.47
H -2.62599 -2.01112 -0.77332 0.08 -3.75 -1.91
H -1.15130 -3.54832 -0.66280 -0.97 0.28 0.52
Pd 0.13766 -2.44430 -4.69471 9.51 13.95 -5.46
O -1.68988 0.13819 -1.03084 -1.12 -2.36 -0.80
C -1.81373 1.18662 -0.42122 -0.02 0.92 0.81
O -2.17898 2.29045 -0.92232 0.38 -0.78 -0.16
H -1.95722 3.06423 -0.37308 -0.22 0.34 0.29
```
Forces are in eV/Å.

=====

[4]
An isolated ion of composition C2H5N3S and charge +2. Source: OMol25; level of theory: ωB97M-V/def2-TZVPD.

Computed properties:
**LUMO**: -11.8 eV
**Total charge**: +2
**E_HOMO**: -19.827 eV
**Multiplicity**: 1
**Energy above the lowest of the compared OMol25 structures with the same formula, charge and spin**: 67.1 kcal/mol
**E_tot**: -640.80041 Eh
**F_max**: 5.244 eV/Å
**HOMO-LUMO gap**: 8.032 eV
**SMILES**: [NH+]#S1=C[NH+]=CN1

```
11
Properties=species:S:1:pos:R:3:forces:R:3
N 0.70172 0.91398 2.10382 -3.37 -1.31 -1.09
S -0.48900 0.39766 1.38702 4.14 1.06 1.58
C 0.13607 -1.19479 0.38922 -2.40 4.59 -0.84
N -0.04352 -1.06473 -0.88132 1.42 -2.84 2.22
C -0.42561 0.17374 -1.42533 -0.54 1.91 -1.82
N -0.54174 1.12655 -0.60301 -0.74 0.46 0.22
H 1.52521 1.18693 2.63728 -0.04 0.04 -0.34
H 0.41992 -1.93042 1.05050 0.94 -2.53 0.61
H 0.17008 -1.94186 -1.37634 -0.19 0.61 -1.15
H -0.54157 0.19870 -2.54383 -0.03 0.05 1.09
H -0.91157 2.13424 -0.73799 0.80 -2.05 -0.50
```
Forces are in eV/Å.